1.
The following is a DFT calculation (ωB97M-V/def2-TZVPD) of 2 unconnected molecules or ions with the total composition C3H7NO2 in a non-equilibrium geometry.

- SMILES = C=CO.NC=O
- ΔE to the lowest compared entry with this formula, charge and spin (kJ/mol) = 212.0
- frontier orbital gap (eV) = 9.66
- molecular weight (g/mol) = 89.09

Last column: natural (NBO) charge in e.
Atoms and positions in Å:
O -1.0690 -2.2478 -0.9106  -0.583
O 1.2171 2.8627 -0.1073  -0.690
N -2.2592 -1.5607 0.9783  -0.840
C -1.2607 -2.1630 0.2865  0.521
C 1.1423 1.6145 -0.6852  0.135
C 2.2147 0.8347 -0.6459  -0.511
H -3.1200 -1.3748 0.4845  0.394
H -2.0759 -0.9889 1.7825  0.403
H 0.3185 3.1686 0.0629  0.473
H 2.9316 1.0838 0.1297  0.208
H 2.1380 -0.1573 -1.0280  0.213
H 0.2194 1.3917 -1.2088  0.170
H -0.3969 -2.4634 0.8615  0.105

***

2.
The following is a DFT calculation (ωB97M-V/def2-TZVPD) of a single C3H7NO2 molecule in a non-equilibrium geometry.

- SMILES = CCNC(=O)O
- ΔE to the lowest compared entry with this formula, charge and spin (kJ/mol) = 37.3
- frontier orbital gap (eV) = 10.69
- molecular weight (g/mol) = 89.09

Last column: natural (NBO) charge in e.
Atoms and positions in Å:
O 1.4842 -1.9444 -1.2445  -0.726
O 2.4898 -0.0906 -0.4036  -0.618
N 0.2014 -0.2467 -0.5236  -0.645
C 1.4768 -0.6798 -0.6563  0.881
C -1.6563 0.7868 0.6237  -0.616
C -0.1467 0.7789 0.4425  -0.207
H -1.9487 -0.2130 0.9346  0.206
H -2.0275 1.4301 1.4140  0.224
H 0.3354 0.4884 1.3829  0.194
H -2.1515 1.0442 -0.3107  0.206
H 2.2232 -2.4033 -0.8282  0.494
H 0.2229 1.7738 0.2253  0.198
H -0.5032 -0.7244 -1.0561  0.409

***

3.
The following is a DFT calculation (ωB97M-V/def2-TZVPD) of a molecular structure, C3H7NO2 in a non-equilibrium geometry.

- ΔE to the lowest compared entry with this formula, charge and spin (kJ/mol) = 257.8
- frontier orbital gap (eV) = 10.40
- molecular weight (g/mol) = 89.09

Last column: natural (NBO) charge in e.
Atoms and positions in Å:
O -0.0143 0.7273 2.0207  -0.693
O 0.4563 1.2984 -0.4000  -0.695
N 1.6051 -0.3666 -1.3256  -0.818
C -1.0152 0.2727 1.1982  0.064
C 0.4546 0.1279 -0.7828  0.645
C -0.6917 -0.7379 -0.4731  -0.589
H -1.5708 -0.4806 1.7152  0.172
H 1.7246 -1.3123 -1.6414  0.389
H 2.4316 0.1201 -1.0152  0.400
H -0.5400 -1.8023 -0.8128  0.211
H 0.4203 1.4910 1.5965  0.502
H -1.6509 -0.4549 -0.8951  0.227
H -1.6097 1.1171 0.8154  0.184

***

4.
The following is a DFT calculation (ωB97M-V/def2-TZVPD) of 2 unconnected molecules or ions with the total composition C3H7NO2.

- ΔE to the lowest compared entry with this formula, charge and spin (kJ/mol) = 289.7
- frontier orbital gap (eV) = 9.59
- molecular weight (g/mol) = 89.09

Last column: natural (NBO) charge in e.
Atoms and positions in Å:
O -1.1725 -2.1246 0.3110  -0.665
O 0.7712 1.0118 -1.1586  -0.722
N 2.8031 0.8006 -0.4679  -0.818
C -1.2138 -0.8330 0.7036  0.185
C 1.5302 0.5630 -0.1474  0.253
C -2.0131 0.1271 0.2298  -0.620
H -0.4554 -0.6246 1.4505  0.207
H -1.8089 -2.2708 -0.4035  0.475
H 3.5224 0.5138 0.1744  0.396
H -1.9291 1.1313 0.6328  0.223
H -0.1489 0.8075 -0.9129  0.509
H 3.0910 1.2347 -1.3418  0.377
H -2.7438 -0.0570 -0.5548  0.199

***

5.
The following is a DFT calculation (ωB97M-V/def2-TZVPD) of 2 unconnected molecules or ions with the total composition C3H7NO2 in a non-equilibrium geometry.

- ΔE to the lowest compared entry with this formula, charge and spin (kJ/mol) = 355.7
- frontier orbital gap (eV) = 7.77
- molecular weight (g/mol) = 89.09

Last column: natural (NBO) charge in e.
Atoms and positions in Å:
O 3.5281 -0.2172 1.2226  -0.557
O 3.4978 0.8183 -0.8054  -0.491
N 0.6049 0.6581 0.7999  -0.812
C 3.4458 0.2284 0.1539  1.034
C 0.6901 -0.6512 -0.2549  -0.432
C -0.6247 -0.5418 -1.1049  -0.691
H -0.1988 0.9636 1.3585  0.386
H -0.4215 -1.3422 -1.7874  0.229
H -0.5945 0.4100 -1.6866  0.186
H 0.5173 -1.4842 0.5601  0.126
H 1.5681 0.5716 1.2952  0.433
H -1.5877 -0.7311 -0.6456  0.179
H 0.7554 1.3869 0.0660  0.411

***

6.
The following is a DFT calculation (ωB97M-V/def2-TZVPD) of a gas-phase ion, C3H7NO2 (charge +1) in a non-equilibrium geometry.

- net charge = +1
- ΔE to the lowest compared entry with this formula, charge and spin (kJ/mol) = 144.0
- frontier orbital gap (alpha / beta) (eV) = 11.67 / 6.61
- expectation value of S² = 0.754
- 2S+1 = 2
- molecular weight (g/mol) = 89.09

Last column: natural (NBO) charge in e.
Atoms and positions in Å:
O 0.4060 -1.8379 1.3845  -0.525
O 2.3879 -1.3583 0.5562  -0.604
N -0.5299 0.5751 0.3807  -0.050
C 0.3864 -0.3293 -0.3044  -0.378
C 1.0892 -1.2571 0.5792  0.739
C -1.5836 1.2241 -0.4077  -0.492
H 1.0609 0.3251 -0.9976  0.296
H 2.6038 -1.9111 1.2127  0.508
H -1.0252 1.7720 -1.2037  0.282
H -0.2441 -0.7831 -1.0479  0.267
H -2.0454 0.4195 -0.9580  0.240
H -2.4442 1.7443 0.0217  0.297
H -0.0618 1.4167 0.7843  0.418

***

7.
The following is a DFT calculation (ωB97M-V/def2-TZVPD) of a gas-phase ion, C3H7NO2 (charge +1) in a non-equilibrium geometry.

- net charge = +1
- ΔE to the lowest compared entry with this formula, charge and spin (kJ/mol) = 40.1
- frontier orbital gap (alpha / beta) (eV) = 12.20 / 6.88
- expectation value of S² = 0.757
- 2S+1 = 2
- molecular weight (g/mol) = 89.09

Last column: natural (NBO) charge in e.
Atoms and positions in Å:
O 1.2645 0.3134 -2.0306  -0.453
O 0.0359 -1.3723 -1.2724  -0.669
N 1.0810 0.5120 0.9414  -0.280
C 0.4656 -0.0974 -1.2493  0.780
C -0.0365 0.6120 0.0132  -0.190
C -1.2671 -0.0238 0.6919  -0.625
H -1.0123 -0.6530 1.5447  0.233
H 1.8032 1.2378 0.9802  0.433
H -1.9883 0.7406 0.9528  0.261
H 0.3812 -1.8897 -2.0018  0.533
H -0.1581 1.6763 -0.1712  0.279
H -1.7438 -0.7537 0.0420  0.272
H 1.1748 -0.3022 1.5591  0.426

***

8.
The following is a DFT calculation (ωB97M-V/def2-TZVPD) of a gas-phase ion, C3H7NO2P (charge +1) in a non-equilibrium geometry.

- net charge = +1
- SMILES = C=[P@@H]1OCC[N+]1=O
- ΔE to the lowest compared entry with this formula, charge and spin (kJ/mol) = 487.4
- frontier orbital gap (alpha / beta) (eV) = 7.67 / 6.47
- molecular weight (g/mol) = 120.07

Last column: natural (NBO) charge in e.
Atoms and positions in Å:
P 0.2023 0.9648 -0.8252  1.378
O 0.6525 -1.7572 -1.0936  -0.132
O -0.8311 1.2415 0.3428  -0.753
N 0.1017 -0.8966 -0.4127  0.047
C -1.0090 0.1853 1.3124  -0.110
C -0.9409 -1.1436 0.6018  -0.336
C 1.9076 0.7143 -1.0805  -0.723
H -0.4254 2.0661 -1.4839  0.054
H -1.9547 0.3798 1.8212  0.255
H -1.8694 -1.2865 -0.1494  0.279
H -0.1389 0.3541 2.0554  0.223
H -0.7251 -2.0698 1.2662  0.305
H 2.5949 1.3408 -1.7121  0.274
H 2.4354 -0.0930 -0.6424  0.240

***

9.
The following is a DFT calculation (ωB97M-V/def2-TZVPD) of a gas-phase ion, C3H7NO2P (charge +1) in a non-equilibrium geometry.

- net charge = +1
- SMILES = C=[P@@H]1OCC[N+]1=O
- ΔE to the lowest compared entry with this formula, charge and spin (kJ/mol) = 444.3
- frontier orbital gap (alpha / beta) (eV) = 6.93 / 9.79
- molecular weight (g/mol) = 120.07

Last column: natural (NBO) charge in e.
Atoms and positions in Å:
P -0.2962 -0.8769 -0.9122  1.694
O 1.2001 -0.3708 -0.8824  -0.761
O -2.2043 0.8715 -0.2110  -0.228
N -1.0462 0.5908 -0.3449  -0.157
C -0.5999 -2.0760 0.2795  -0.733
C 0.0390 1.3940 0.3121  -0.309
C 1.4083 0.6065 0.2247  -0.064
H -0.1909 1.7126 1.3540  0.259
H -1.7168 -2.0417 0.5156  0.262
H 0.1291 -2.3599 1.1705  0.304
H 0.1574 2.2254 -0.3055  0.237
H -0.6137 -1.0112 -2.2590  0.036
H 1.4669 0.0069 1.0587  0.198
H 2.2671 1.3288 -0.0002  0.262

***

10.
The following is a DFT calculation (ωB97M-V/def2-TZVPD) of a single C3H7NO2S molecule in a non-equilibrium geometry.

- ΔE to the lowest compared entry with this formula, charge and spin (kJ/mol) = 348.2
- frontier orbital gap (alpha / beta) (eV) = 9.31 / 9.31
- molecular weight (g/mol) = 121.16

Last column: natural (NBO) charge in e.
Atoms and positions in Å:
S -1.7309 0.1536 0.0371  2.320
O -2.5635 -0.6191 -0.8218  -0.878
O -1.2223 1.4157 -0.4277  -0.920
N -1.9322 -0.0726 1.5182  -1.081
C 1.7038 0.7003 -0.3201  -0.697
C 0.9826 -0.4764 0.2092  0.032
C 0.0005 -1.1034 -0.4638  -0.597
H 1.9713 0.5678 -1.3657  0.235
H 2.5926 0.9294 0.2602  0.227
H -0.4498 -2.0021 -0.0788  0.252
H -1.4125 0.6264 2.0169  0.373
H 1.1924 -0.7661 1.2336  0.208
H -0.1519 -0.9063 -1.5136  0.243
H 1.0199 1.5529 -0.2836  0.283

***

11.
The following is a DFT calculation (ωB97M-V/def2-TZVPD) of 2 unconnected molecules or ions with the total composition C3H7NO2S in a non-equilibrium geometry.

- ΔE to the lowest compared entry with this formula, charge and spin (kJ/mol) = 0.0
- frontier orbital gap (alpha / beta) (eV) = 9.48 / 7.96
- expectation value of S² = 2.008
- 2S+1 = 3
- molecular weight (g/mol) = 121.16

Last column: natural (NBO) charge in e.
Atoms and positions in Å:
S 3.4915 -0.4378 -0.4953  0.462
O -0.4481 -0.6100 -0.9848  -0.709
O -0.7334 -0.3296 1.1884  -0.628
N 2.1117 0.3579 -0.5303  -0.636
C -1.1773 -0.6305 0.1170  0.794
C -2.5743 -1.1912 -0.0096  -0.719
C 1.9156 1.4861 0.3671  -0.439
H 0.9139 1.3897 0.5576  0.230
H 2.5191 1.5629 1.2084  0.201
H 2.1052 2.3436 -0.3308  0.206
H -3.0951 -0.3671 -0.6134  0.232
H -2.4985 -1.9992 -0.6510  0.236
H -3.0164 -1.2087 1.0627  0.253
H 0.4862 -0.3660 -0.8862  0.516

***

12.
The following is a DFT calculation (ωB97M-V/def2-TZVPD) of a single C3H7NO2S2 molecule in a non-equilibrium geometry.

- ΔE to the lowest compared entry with this formula, charge and spin (kJ/mol) = 373.8
- frontier orbital gap (eV) = 9.13
- molecular weight (g/mol) = 153.23

Last column: natural (NBO) charge in e.
Atoms and positions in Å:
S 2.2481 1.3251 0.5674  0.319
S 2.6959 -0.3875 -0.5445  1.126
O 3.6245 -1.0662 0.3140  -0.973
O 1.2034 2.0147 -0.5221  -0.646
N 0.2085 -0.7123 0.8863  -0.604
C -0.5506 0.4526 0.5422  -0.280
C 1.0824 -1.2346 -0.1814  -0.473
C -0.0424 1.3737 -0.5450  -0.100
H -0.6320 2.2542 -0.7780  0.213
H -0.9093 1.0738 1.3944  0.220
H -1.2764 -0.1578 0.0681  0.224
H 0.4720 -1.2053 -1.1275  0.199
H 0.0064 0.6449 -1.3873  0.158
H 1.3163 -2.3388 -0.1140  0.250
H 0.9285 -0.5131 1.6467  0.367

***

13.
The following is a DFT calculation (ωB97M-V/def2-TZVPD) of a single C3H7NO3 molecule in a non-equilibrium geometry.

- SMILES = N[C@H](O)/C(O)=C/O
- ΔE to the lowest compared entry with this formula, charge and spin (kJ/mol) = 462.8
- frontier orbital gap (eV) = 8.68
- molecular weight (g/mol) = 105.09

Last column: natural (NBO) charge in e.
Atoms and positions in Å:
O 1.1386 -1.5698 0.7019  -0.716
O -1.3198 1.3824 0.4500  -0.732
O 1.8877 0.3698 -1.0889  -0.672
N -1.2681 -0.5845 -0.8034  -0.847
C 0.8147 -0.2594 0.9765  0.006
C 1.1968 0.6646 0.0558  0.137
C -0.9219 0.0450 0.4151  0.280
H -1.3516 -0.5215 1.2461  0.160
H -2.2762 1.4036 0.3097  0.483
H 0.9614 1.7070 0.2147  0.192
H -1.0282 -1.5709 -0.7879  0.382
H -0.8084 -0.1499 -1.6020  0.366
H 0.8063 -2.1057 1.4251  0.478
H 2.1689 1.1894 -1.5127  0.482

***

14.
The following is a DFT calculation (ωB97M-V/def2-TZVPD) of 2 unconnected molecules or ions with the total composition C3H7NO3 in a non-equilibrium geometry.

- SMILES = NC(=O)O.C=CO
- ΔE to the lowest compared entry with this formula, charge and spin (kJ/mol) = 165.4
- frontier orbital gap (eV) = 9.70
- molecular weight (g/mol) = 105.09

Last column: natural (NBO) charge in e.
Atoms and positions in Å:
O 1.7031 -0.4276 0.4094  -0.582
O 1.3777 1.6892 1.0487  -0.682
O -1.7527 -0.9391 1.0464  -0.686
N 1.3096 1.1846 -1.1577  -0.892
C 1.4849 0.7039 0.1379  0.883
C -1.7169 -0.9603 -1.2866  -0.516
C -2.2316 -1.3968 -0.1454  0.148
H -2.1431 -1.3063 -2.2189  0.204
H -3.0669 -2.0809 -0.0476  0.167
H 1.4488 0.5165 -1.9020  0.402
H -1.9961 -1.5233 1.7762  0.481
H -0.8293 -0.3535 -1.3617  0.200
H 0.5463 1.8260 -1.2765  0.389
H 1.5716 2.5287 0.6297  0.485

***

15.
The following is a DFT calculation (ωB97M-V/def2-TZVPD) of 3 unconnected molecules or ions with the total composition C3H7NO3 in a non-equilibrium geometry.

- SMILES = C=C=O.C=O.NO
- ΔE to the lowest compared entry with this formula, charge and spin (kJ/mol) = 528.5
- frontier orbital gap (eV) = 10.10
- molecular weight (g/mol) = 105.09

Last column: natural (NBO) charge in e.
Atoms and positions in Å:
O 0.6035 1.0036 -1.3881  -0.463
O 5.9471 -2.1367 0.6250  -0.487
O -2.1965 -1.9700 0.6272  -0.577
N -2.3214 -0.6668 0.1105  -0.535
C -0.0466 1.8414 -0.8962  0.711
C -0.9075 2.5789 -0.2517  -0.796
C 5.4688 -1.1006 0.9300  0.284
H 5.9849 -0.1342 0.7768  0.104
H -1.8410 2.1193 0.1139  0.284
H -0.5055 3.5108 0.0945  0.260
H -2.4331 -1.8969 1.5079  0.461
H 4.4886 -1.0701 1.4930  0.099
H -2.8430 -0.6914 -0.7421  0.333
H -1.4523 -0.3679 -0.1517  0.322

***

16.
The following is a DFT calculation (ωB97M-V/def2-TZVPD) of 2 unconnected molecules or ions with the total composition C3H7NO3 in a non-equilibrium geometry.

- SMILES = O=C=NO.CCO
- ΔE to the lowest compared entry with this formula, charge and spin (kJ/mol) = 463.6
- frontier orbital gap (eV) = 9.81
- molecular weight (g/mol) = 105.09

Last column: natural (NBO) charge in e.
Atoms and positions in Å:
O -0.6542 0.4139 2.0619  -0.474
O 1.7190 1.0536 0.1036  -0.716
O -3.2784 0.4937 0.2445  -0.505
N -1.8708 0.5087 0.0182  -0.334
C 1.2344 -1.2345 -0.5446  -0.643
C 0.9551 0.2389 -0.7643  -0.113
C -1.1663 0.4009 1.0038  0.844
H 0.6069 -1.8479 -1.1965  0.217
H 1.2398 0.5191 -1.7864  0.185
H 1.0525 -1.5151 0.4969  0.197
H 2.2806 -1.4633 -0.7672  0.219
H -0.1878 0.5195 -0.8646  0.198
H 1.5125 0.7985 1.0187  0.463
H -3.4434 1.1141 0.9761  0.463

***

17.
The following is a DFT calculation (ωB97M-V/def2-TZVPD) of 2 unconnected molecules or ions with the total composition C3H7NO3 in a non-equilibrium geometry.

- ΔE to the lowest compared entry with this formula, charge and spin (kJ/mol) = 770.3
- frontier orbital gap (alpha / beta) (eV) = 8.41 / 9.07
- molecular weight (g/mol) = 105.09

Last column: natural (NBO) charge in e.
Atoms and positions in Å:
O -1.0588 -0.1532 1.4571  -0.253
O 0.9230 1.4103 -0.4121  -0.523
O -2.0185 -0.9950 -0.2419  -0.579
N -1.9513 0.1142 0.5433  0.088
C 1.4309 0.7386 -1.2349  0.459
C -0.6521 0.6620 2.3638  -0.051
C 1.2332 -0.7873 -1.2872  -0.716
H 2.1436 1.1446 -1.9442  0.090
H 0.1092 0.3740 2.9361  0.159
H 2.1837 -1.1451 -0.9769  0.224
H -1.1141 1.5517 2.5441  0.153
H 0.4267 -0.9960 -0.5875  0.245
H 1.0623 -0.9442 -2.2828  0.214
H -2.7177 -0.9744 -0.8771  0.490

***

18.
The following is a DFT calculation (ωB97M-V/def2-TZVPD) of a single C3H7NO3 molecule in a non-equilibrium geometry.

- SMILES = C[C@]1(O)O[C@H](N)O1
- ΔE to the lowest compared entry with this formula, charge and spin (kJ/mol) = 225.5
- frontier orbital gap (eV) = 10.55
- molecular weight (g/mol) = 105.09

Last column: natural (NBO) charge in e.
Atoms and positions in Å:
O 1.1519 1.7760 0.4196  -0.691
O 0.5351 -0.1445 -0.9809  -0.621
O -0.8599 0.6771 0.5064  -0.699
N -1.5171 -1.1116 -1.3219  -0.806
C 1.1749 -0.3572 1.4239  -0.666
C -0.7844 0.0059 -1.1238  0.567
C 0.4813 0.5888 0.4777  0.796
H -1.1649 0.8893 -1.6473  0.146
H 2.2341 -0.4211 1.1829  0.228
H 1.0567 0.0350 2.4344  0.229
H 0.5460 2.4300 0.0445  0.485
H -1.0621 -2.0103 -1.2658  0.410
H -2.5041 -1.0195 -1.5035  0.401
H 0.7125 -1.3381 1.3539  0.221